# C11H12BClF4MoNO5

C11H12BClF4MoNO5 as an isolated structure at a distorted geometry (ωB97M-V/def2-TZVPD, the Open Molecules 2025 dataset).

Orbital gap (spin up / spin down) (eV): 6.16 / 5.93
<S²>: 2.0095
Energy (Eh): -1810.0308
HOMO level (spin up / spin down) (eV): -11.572 / -11.571
Relative energy (zero: lowest compared OMol25 entry of this formula, charge and spin) (eV): 0.224
F_max (eV/A): 1.86
Multiplicity: 3
Total charge: +1

Geometry as XYZ:
```
36
C11H12BClF4MoNO5 ωB97M-V/def2-TZVPD
Mo -1.8929 -0.0345 -0.5536
N -2.2973 1.0701 1.2495
C -1.1705 0.8893 2.1993
C -0.5257 -0.4520 1.9606
O 0.1285 -1.1000 2.6878
O -0.7674 -0.8966 0.6178
H -2.4563 2.0609 1.0762
H -3.1691 0.6899 1.6284
H -1.4884 0.9803 3.2374
H -0.4121 1.6468 1.9861
F -4.6014 -0.4623 2.2403
B -5.4732 -1.2846 1.6418
F -3.5958 -0.8315 -0.3985
F -6.4534 -0.7606 0.9613
F -5.2162 -2.5610 1.6309
C 2.6285 -2.3188 -0.6936
C 2.6759 -0.8393 -0.4392
C 3.3401 -0.3134 0.6583
C 3.3978 1.0589 0.8625
Cl 4.2008 1.6720 2.2817
C 2.8341 1.9408 -0.0389
C 2.1507 1.4332 -1.1419
C 2.0578 0.0648 -1.3075
O 1.3419 -0.5500 -2.3469
C 0.5302 0.2212 -3.2047
C -0.7193 0.5437 -2.4195
O -1.8390 -0.0214 -2.6409
O -0.7537 1.3717 -1.4232
H 3.1304 -2.8570 0.1063
H 3.1188 -2.5627 -1.6358
H 1.6030 -2.6804 -0.7630
H 3.8196 -0.9797 1.3615
H 2.9321 3.0070 0.1016
H 1.7351 2.1289 -1.8523
H 0.2267 -0.4128 -4.0372
H 0.9798 1.1392 -3.5926
```

Atom charges from the Mulliken analysis, given in e for atoms 1 to 4: atom 1 (Mo): 1.261, atom 2 (N): -0.418, atom 3 (C): -0.386, atom 4 (C): 0.604